Molecular formula: C51H66AsBrHfN5O3SSbSi3
Method: DFT, ωB97M-V with the def2-TZVPD basis set

## Properties
HOMO-LUMO gap (alpha / beta)   5.63 / 7.48 eV
Energy relative to the best compared isomer or geometry (same formula, charge and spin)   34.0 kJ/mol
Charge   +1
2S+1   2
HOMO energy (alpha / beta)   -7.775 / -9.749 eV

```
133
C51H66AsBrHfN5O3SSbSi3, DFT ωB97M-V with the def2-TZVPD basis set
C 6.29 -0.34 1.49
C 2.34 -3.48 -3.23
H 8.03 -1.45 0.93
N -1.39 3.91 -1.59
H 2.21 0.18 3.94
H -2.40 1.87 1.57
H -4.90 -2.47 -1.01
C -3.86 -2.27 -1.30
C 1.97 3.09 2.37
C 4.99 0.02 1.14
C -4.18 2.91 -5.31
C -3.36 -1.53 4.31
H 6.71 0.02 2.42
N 2.65 -0.31 -1.77
H 2.40 3.00 4.47
C -0.58 2.02 -4.41
H -3.84 -2.13 -2.39
C -3.31 3.77 1.97
H -4.29 3.47 1.62
H -2.47 -6.04 -1.63
H -3.30 3.10 -1.25
O 2.06 -0.69 0.42
C 1.43 -0.08 5.92
H -1.70 6.46 3.25
H -4.14 0.07 1.42
C 1.24 -6.33 -0.62
C -0.09 -5.34 -3.81
H -0.80 -5.95 1.68
H 0.58 -5.72 -4.60
C -3.11 5.06 2.44
H -2.94 -5.20 1.23
H -3.55 -1.34 -0.82
H 3.36 -4.18 -0.01
H 0.76 -5.95 2.52
C -4.17 -0.87 3.38
H 0.47 4.66 -2.19
C -3.62 -0.46 2.21
C -1.79 2.65 -4.93
H -0.60 4.25 -5.75
H 4.76 1.26 2.59
C 1.43 0.45 4.64
H 0.33 2.49 -4.76
Si 0.99 -4.78 0.40
C -2.26 2.87 1.96
C -1.85 5.45 2.89
C -0.32 1.04 -3.46
C 2.66 -4.02 0.81
C -3.11 2.17 -4.82
H 0.42 -0.18 7.81
C -3.98 4.14 -5.93
Si -2.79 -3.72 -0.77
H 2.61 -2.95 0.99
H 1.77 1.13 -3.60
H 3.07 -4.51 1.70
H 2.61 -2.50 -2.82
C -0.58 4.91 -2.29
Hf 0.16 -0.26 0.03
H 3.79 4.83 0.09
H -1.39 -2.28 4.71
H -4.27 -4.04 1.17
H 7.03 -2.31 -1.16
H -1.40 1.34 7.11
H 1.78 -6.17 -1.56
C -3.12 -5.20 -1.87
C -0.61 1.08 6.42
H 3.21 0.28 -2.38
H -5.21 -0.67 3.58
N -2.31 -0.70 1.94
C -0.62 1.62 5.13
S 0.12 -1.66 2.31
H -3.11 3.98 -2.78
As 0.42 1.92 2.40
C -2.04 -1.77 4.01
Br -1.73 0.09 -2.56
C 4.23 4.72 2.19
C 0.96 0.73 -3.00
C 7.02 -1.17 0.66
H -3.93 5.77 2.46
O -1.84 -0.25 0.78
H -3.77 -1.85 5.26
C -0.80 4.55 2.88
H 2.24 -0.75 6.22
H -1.28 -2.42 -4.65
C -1.61 3.87 -5.61
H 0.17 -1.40 -4.47
H -1.10 -5.31 -4.23
C -2.85 3.98 -1.72
N -0.34 1.96 -0.54
C 2.37 3.62 1.14
H -5.18 2.52 -5.22
H -0.84 4.92 -3.35
C 4.42 -0.44 -0.05
C -0.19 -2.43 -4.62
Si 0.47 -3.62 -3.33
H -1.42 2.29 4.84
C 2.71 3.40 3.51
C -3.19 -4.16 1.01
H -2.67 -3.54 1.74
C -2.68 4.61 -6.09
C 0.06 -5.33 1.94
H -0.76 5.90 -1.86
C 3.49 4.43 1.05
C -1.00 3.25 2.42
C -0.82 2.89 -1.03
C -1.49 -1.37 2.79
C 6.46 -1.65 -0.52
H 2.91 1.05 -0.18
H -3.32 1.21 -4.39
N 1.26 0.05 -1.89
C 0.41 0.23 6.81
H 4.72 -1.67 -1.77
C 0.40 1.31 4.24
H -4.82 4.71 -6.31
H 0.18 4.86 3.22
H 0.29 -6.82 -0.86
Sb -0.32 -3.00 -0.96
H 2.76 -3.58 -4.23
H 5.11 5.34 2.12
C 3.02 -0.02 -0.38
H -2.50 5.54 -6.60
H -4.16 -5.52 -1.73
C 5.17 -1.29 -0.86
H 2.78 -4.25 -2.59
H -2.99 -4.95 -2.93
H 1.81 3.38 0.25
C 3.84 4.20 3.42
H -0.08 -6.07 -2.99
H 1.83 -7.03 -0.02
O 4.22 0.81 1.94
H 0.17 -2.77 -5.60
H 4.40 4.44 4.31
H -0.27 -4.50 2.58
H -3.23 4.88 -1.24
```



Molecular formula: C34H45CoN8O5
Method: DFT, ωB97M-V with the def2-TZVPD basis set

## Properties
HOMO-LUMO gap   7.59 eV
Energy relative to the best compared isomer or geometry (same formula, charge and spin)   0.0 kJ/mol
Charge   +2
2S+1   1
HOMO energy   -13.094 eV

```
93
C34H45CoN8O5, DFT ωB97M-V with the def2-TZVPD basis set
H -4.02 -1.50 -2.07
H -2.50 -3.01 2.07
H -1.44 -2.51 0.75
C -0.88 -5.19 2.69
C 1.20 1.22 1.68
H -1.72 -5.66 2.18
H 3.05 -2.63 -1.48
H -4.26 1.75 0.71
C -0.23 -2.14 -1.73
C 0.97 4.91 -3.79
C -2.87 0.38 -0.75
C -2.78 2.56 2.03
C 1.12 -2.57 -1.63
C -0.01 -1.10 4.91
C -3.29 2.24 0.63
N -2.37 1.31 -0.05
H -0.68 -4.05 -2.61
C -3.35 -3.92 -3.11
C -2.45 -2.89 -2.47
H 2.37 -4.02 4.70
C 3.20 -0.13 -2.90
C 2.71 -0.58 -1.52
C -0.17 4.59 -1.27
H -0.04 -5.88 2.62
H 1.23 -3.65 -1.73
H -3.95 0.34 -0.84
Co -0.49 1.61 0.11
H 2.58 0.44 -4.88
H -3.80 -3.52 -4.02
C -1.10 -3.10 -2.29
C 2.12 0.16 -3.94
C 0.56 -3.21 2.01
H 1.92 2.66 -4.85
H -1.01 5.42 0.53
H -3.42 3.13 0.02
N -0.60 -3.94 2.01
C 0.09 5.84 -1.80
H 0.70 -4.48 4.51
H -2.56 1.62 2.52
C 1.71 0.14 3.69
C -2.95 -1.69 -1.99
C 1.65 -4.43 3.99
H 3.21 1.18 2.57
N -0.09 0.91 1.86
H -0.04 8.01 -3.60
C -1.76 -3.36 1.34
H 3.78 0.78 -2.74
H 1.47 -0.70 -4.12
O 1.38 1.81 0.55
C -0.77 -0.91 -1.22
C 0.64 6.04 -3.08
H -1.03 -0.85 5.18
C -2.17 -0.72 -1.37
H 3.36 -2.48 3.30
O 0.69 -2.25 1.23
H 3.61 -3.88 2.26
C 2.93 -3.05 2.47
H -0.14 6.71 -1.20
H -1.89 4.54 2.16
H 0.64 -0.93 5.76
C 0.88 7.42 -3.60
H -3.58 3.04 2.60
H -2.21 -4.11 0.70
C -1.57 3.50 2.03
C 2.17 0.88 2.65
H 1.92 0.04 -1.11
C -0.71 4.48 0.07
H 1.97 -5.44 3.74
N 1.61 -3.55 2.83
H 1.61 7.95 -2.98
N 2.27 -1.99 -1.52
H 0.02 -2.15 4.61
O -0.23 2.25 -1.66
H 3.90 -0.87 -3.31
H 1.26 7.40 -4.62
C 0.73 3.61 -3.30
O -0.01 -0.09 -0.62
H -2.79 -4.82 -3.38
C 1.32 2.49 -3.95
N 0.41 -0.25 3.81
O -1.68 -0.35 2.90
H 1.46 5.01 -4.76
H -0.89 3.25 2.85
H 0.72 1.18 -2.64
N 1.29 1.28 -3.49
C -0.55 0.07 2.83
N -0.86 3.41 0.76
H 2.35 -0.18 4.50
C 0.08 3.44 -2.05
H -4.16 -4.20 -2.44
H -1.17 -5.07 3.74
H 2.85 -2.40 1.61
H 3.55 -0.54 -0.83
```



Molecular formula: C21H49BIN2O13S5
Method: DFT, ωB97M-V with the def2-TZVPD basis set

## Properties
HOMO-LUMO gap   5.79 eV
Charge   -1
2S+1   1
HOMO energy   -4.088 eV

```
92
C21H49BIN2O13S5, DFT ωB97M-V with the def2-TZVPD basis set
C -0.40 0.79 3.45
C 1.67 3.98 -0.85
C -3.34 0.91 1.71
H 1.14 -3.51 3.38
H -1.21 5.83 -3.25
O 3.14 -2.68 -1.05
H -0.21 7.28 -3.23
S -3.75 0.36 3.40
C -4.89 -3.03 2.18
C 7.18 -3.38 -9.53
C -6.48 1.69 6.93
H 0.77 -3.35 -2.30
H 2.89 -3.17 1.58
H 0.25 -0.41 1.75
C -6.11 4.64 9.44
H -5.87 5.70 9.45
O 3.25 -3.25 -3.45
H 1.62 3.05 -0.30
H 1.06 -4.70 -1.17
H -5.43 4.09 10.08
H -1.90 2.35 3.65
H -6.98 0.81 7.33
C -5.21 1.27 6.22
H -7.18 2.17 6.25
H -7.15 4.49 9.74
N -4.56 -3.38 3.34
O 3.83 -4.96 -1.76
H 4.57 -1.71 -2.94
H -2.23 2.63 1.14
I 3.75 -1.37 3.60
C -1.68 7.24 -1.67
H -1.35 1.18 0.86
C 5.67 -3.33 -3.85
C 4.43 -2.47 -3.71
C 0.14 -1.66 3.49
O -6.23 2.55 8.06
S 3.05 -3.78 -1.95
H -5.43 0.52 5.46
H 1.27 -4.96 -2.93
H -0.75 0.54 4.45
H -4.74 2.12 5.72
C -1.99 1.66 1.58
C 5.92 -2.54 -9.41
H 0.63 1.11 3.53
H -1.38 -0.80 2.29
H -2.38 7.84 -2.25
H 4.25 -1.96 -4.65
O -4.55 4.22 7.41
O 5.32 -5.07 -7.51
H -0.56 2.77 2.65
H 5.50 -4.14 -4.56
O 4.75 -3.35 -9.18
H 6.02 -1.79 -8.62
S -5.91 4.08 7.78
S 0.01 4.48 -1.18
H 7.43 -3.85 -8.58
O -0.66 4.73 0.06
S 4.52 -3.91 -7.70
O -4.69 -1.68 1.99
O 0.35 5.88 -1.87
C 2.84 -4.40 -7.91
H 2.15 4.75 -0.24
C -1.25 1.96 2.88
H -4.15 1.53 1.36
C -0.39 -0.50 2.62
H 5.94 -3.79 -2.90
N -4.10 -2.27 4.01
H 7.04 -4.18 -10.26
C 0.91 -2.70 2.69
H 5.73 -2.01 -10.34
H 6.52 -2.74 -4.19
H 0.29 -3.16 1.91
B 2.33 -2.21 2.05
H 2.78 -5.10 -8.74
H 2.24 -3.52 -8.11
O -0.56 3.61 -2.17
H -4.49 0.86 6.92
H -0.73 -2.14 3.96
H 2.19 3.85 -1.79
C 1.36 -4.25 -2.11
O -6.96 4.62 6.97
O 4.56 -2.81 -6.79
H -3.30 0.05 1.05
H 8.01 -2.75 -9.84
H -5.27 -3.64 1.38
H -2.25 6.52 -1.08
H 0.73 -1.27 4.31
C -4.18 -1.30 3.17
H -1.16 7.88 -0.96
C -0.70 6.54 -2.59
H 2.53 -4.88 -6.99
H 2.19 -1.35 1.20
```



The highest charge belongs to which entry? C34H45CoN8O5